[1]
Here is a molecular structure, C56H34N8PdS from OMol25. Energies are from wB97M-V/def2-TZVPD.

XYZ file:
```
100
Properties=species:S:1:pos:R:3:forces:R:3:lowdin_charge:R:1
Pd -0.751 0.390 0.079 -1.2280 0.4375 -0.3218 1.070
C -1.345 -6.558 -3.096 -0.0053 -0.0409 -0.0148 -0.050
C -0.158 -6.010 -2.636 0.0018 0.0367 0.0117 -0.047
C -0.144 -4.723 -2.118 -0.0200 -0.0447 -0.0123 -0.028
C -1.327 -3.990 -2.044 -0.0039 0.0792 0.0485 -0.210
C -2.521 -4.548 -2.502 0.0328 0.0038 -0.0143 -0.034
C -2.524 -5.825 -3.036 0.0109 0.0200 0.0082 -0.047
C -1.284 -2.612 -1.493 -0.0128 -0.1169 -0.0256 -0.010
C -2.036 -2.354 -0.262 0.0003 0.0304 -0.0151 -0.185
C -2.914 -3.327 0.373 0.0397 0.0648 0.0137 0.040
C -3.323 -2.778 1.528 -0.0289 0.0914 0.0464 0.049
C -2.678 -1.476 1.636 0.1217 -0.0672 -0.2188 -0.191
N -1.940 -1.258 0.451 0.4671 0.0360 0.2635 0.036
C -2.659 -0.690 2.733 0.0289 0.0439 0.0933 -0.010
C -1.953 0.594 2.826 -0.1454 -0.1799 -0.1345 -0.156
C -1.930 1.389 4.038 0.0505 0.0366 -0.0221 0.044
C -1.271 2.521 3.740 0.0582 -0.0175 -0.0037 0.056
C -0.907 2.446 2.333 -0.2146 -0.2356 -0.0065 -0.169
C -0.420 3.460 1.593 0.1259 0.2511 -0.0538 -0.011
C -0.152 4.775 2.228 0.0178 -0.1019 -0.0294 -0.220
C -1.197 5.529 2.752 0.0002 0.0370 0.0192 -0.027
C -0.937 6.765 3.328 -0.0069 -0.0172 -0.0019 -0.048
C 0.364 7.240 3.394 0.0036 0.0144 0.0066 -0.051
C 1.410 6.487 2.876 -0.0135 -0.0172 -0.0092 -0.048
C 1.154 5.262 2.282 -0.0086 0.0403 0.0093 -0.032
C -0.152 3.370 0.156 -0.0181 -0.0452 -0.0453 -0.187
N -0.230 2.273 -0.556 0.5024 -0.3253 0.0397 0.033
C 0.237 2.595 -1.852 -0.0923 0.0163 0.2511 -0.189
C 0.490 1.714 -2.842 0.0071 -0.1789 -0.0396 -0.010
C 1.103 2.194 -4.109 -0.1152 0.0399 0.0971 -0.225
C 0.349 2.210 -5.280 0.0476 -0.0204 -0.0456 -0.030
C 0.918 2.667 -6.458 0.0003 -0.0049 0.0242 -0.048
C 2.242 3.089 -6.473 -0.0126 0.0093 -0.0220 -0.053
C 2.994 3.067 -5.309 0.0126 0.0082 0.0191 -0.049
C 2.425 2.627 -4.122 0.0165 0.0147 -0.0400 -0.021
C 0.209 0.272 -2.763 0.0105 0.3225 0.1220 -0.161
C 0.500 -0.644 -3.846 0.0088 -0.0635 0.0433 0.044
C 0.042 -1.847 -3.461 0.0357 -0.0193 0.0622 0.060
C -0.540 -1.684 -2.136 -0.0403 0.1773 -0.0371 -0.180
N -0.368 -0.337 -1.750 0.0578 -0.2092 -0.2174 0.030
C 0.501 4.027 -1.888 -0.0038 -0.0547 -0.0979 0.053
C 0.270 4.506 -0.655 -0.0599 -0.0981 0.0143 0.037
N -1.317 1.185 1.840 0.0929 0.1646 0.2251 0.032
C -3.384 -1.131 3.956 0.0245 0.0193 -0.1363 -0.229
C -4.522 -0.446 4.376 -0.0050 -0.0137 0.0654 -0.030
C -5.196 -0.866 5.512 0.0140 0.0262 -0.0365 -0.049
C -4.727 -1.952 6.238 0.0011 -0.0288 0.0153 -0.052
C -3.589 -2.629 5.826 -0.0067 0.0121 -0.0092 -0.049
C -2.918 -2.223 4.681 -0.0365 -0.0355 0.0372 -0.028
H -1.355 -7.559 -3.506 0.0026 -0.0008 -0.0011 0.117
H 0.760 -6.581 -2.683 0.0022 -0.0023 -0.0006 0.116
H 0.779 -4.288 -1.754 0.0061 0.0047 0.0083 0.112
H -3.439 -3.973 -2.470 -0.0181 0.0052 0.0016 0.128
H -3.445 -6.249 -3.412 -0.0100 -0.0006 0.0022 0.117
H -3.164 -4.295 -0.024 -0.0009 -0.0264 -0.0119 0.120
H -3.984 -3.198 2.268 -0.0100 0.0093 -0.0012 0.134
H -2.355 1.097 4.982 -0.0242 -0.0193 0.0084 0.128
H -1.047 3.347 4.393 0.0148 0.0238 -0.0245 0.134
H -2.213 5.160 2.692 -0.0061 -0.0048 -0.0052 0.127
H -1.752 7.355 3.725 -0.0048 0.0063 0.0052 0.116
H 0.565 8.200 3.849 0.0030 0.0065 0.0014 0.116
H 2.425 6.855 2.935 0.0089 0.0021 0.0029 0.116
H 1.970 4.674 1.879 0.0071 -0.0130 0.0013 0.120
H -0.683 1.881 -5.268 -0.0156 -0.0019 0.0011 0.129
H 0.329 2.694 -7.364 -0.0021 0.0042 -0.0092 0.116
H 2.685 3.439 -7.396 0.0044 -0.0019 -0.0071 0.116
H 4.025 3.395 -5.324 0.0027 0.0016 0.0043 0.115
H 3.008 2.605 -3.209 -0.0014 -0.0095 0.0165 0.107
H 0.972 -0.381 -4.776 0.0062 0.0362 -0.0254 0.127
H 0.045 -2.763 -4.025 -0.0225 -0.0420 0.0123 0.133
H 0.815 4.567 -2.765 0.0029 0.0024 -0.0126 0.135
H 0.346 5.520 -0.306 0.0107 0.0196 0.0034 0.128
H -4.889 0.401 3.808 -0.0009 0.0089 -0.0100 0.129
H -6.090 -0.346 5.828 -0.0066 0.0012 0.0042 0.116
H -5.253 -2.273 7.127 0.0009 -0.0014 0.0071 0.116
H -3.223 -3.473 6.393 0.0045 -0.0075 0.0080 0.115
H -2.027 -2.747 4.357 0.0149 0.0029 -0.0026 0.120
S 6.202 -3.623 -1.507 -0.0295 0.0420 0.0901 1.062
N 4.871 -4.137 -0.755 -0.0016 0.0659 -0.0866 -0.204
C 4.149 -3.059 -0.488 -0.0619 -0.1313 0.0795 -0.312
C 2.872 -3.044 0.201 0.0382 -0.0515 -0.0320 -0.088
C 2.321 -4.204 0.743 -0.0569 -0.0191 0.0488 0.008
C 1.127 -4.112 1.420 -0.0027 0.0484 -0.0389 -0.023
C 0.507 -2.866 1.485 -0.0086 0.0127 -0.0745 -0.129
N 0.996 -1.757 0.950 0.1245 -0.0758 0.2269 0.110
C 2.192 -1.824 0.352 0.0607 -0.0511 -0.0791 -0.146
C 2.826 -0.559 -0.094 0.0753 -0.0910 -0.0497 -0.145
N 2.181 0.590 0.143 0.1765 0.0838 0.1064 0.112
C 2.817 1.722 -0.119 -0.0517 -0.0238 -0.0391 -0.131
C 4.095 1.800 -0.669 -0.0592 -0.0457 -0.0022 -0.036
C 4.736 0.623 -0.979 0.0149 0.0309 0.0020 0.020
C 4.102 -0.582 -0.680 0.0489 0.0165 -0.0329 -0.079
C 4.746 -1.859 -0.917 0.0947 0.1467 -0.0307 -0.310
N 5.921 -2.035 -1.506 -0.0696 -0.0694 -0.0400 -0.204
H 2.850 -5.142 0.640 0.0121 -0.0024 -0.0047 0.128
H 0.670 -4.973 1.887 0.0033 -0.0121 0.0066 0.117
H -0.443 -2.772 1.998 -0.0233 0.0035 0.0311 0.094
H 2.283 2.637 0.116 0.0168 0.0143 0.0140 0.091
H 4.556 2.761 -0.844 0.0142 0.0153 0.0010 0.116
H 5.723 0.608 -1.421 0.0035 -0.0071 0.0016 0.128
```
Forces are in eV/Å.

DFT total energy = -3118.1059 Eh
total charge = +2
frontier orbital gap = 5.0822 eV
lowest unoccupied orbital energy = -8.121 eV
multiplicity = 1

=====

[2]
Here is C3H7N3O2 in the gas phase from OMol25. Energies are from wB97M-V/def2-TZVPD.

XYZ file:
```
15
Properties=species:S:1:pos:R:3:forces:R:3:lowdin_charge:R:1
N 2.713 0.104 -0.094 -1.9050 3.6062 2.3676 0.107
C 1.402 0.019 -0.152 4.4746 2.7022 4.2239 -0.530
N 0.867 -1.056 -0.650 -2.5982 -4.1783 -0.2187 0.057
O -0.005 -1.370 0.606 -2.6460 -1.5824 -3.9817 -0.212
C -1.494 -0.864 0.192 1.3616 -0.2384 1.2749 -0.074
C -1.350 0.697 -0.388 -5.8107 -1.0258 -2.1274 -0.282
O -0.311 1.597 -0.214 0.4878 -1.6775 1.6066 -0.155
N 0.474 0.828 0.787 5.0668 3.3176 -1.9519 0.046
H 2.888 1.003 0.622 0.0058 -2.6848 -2.7367 0.104
H 1.628 -1.815 -0.888 -2.2113 1.6933 1.0774 0.190
H -2.039 -0.956 1.395 1.6055 0.3546 -4.1215 0.180
H -2.086 -1.530 -0.748 2.0264 1.7423 3.2066 0.165
H -2.377 1.132 0.040 2.0352 -0.5184 -0.6875 0.127
H -1.588 0.648 -1.555 0.7699 -0.0979 2.3734 0.132
H 1.278 1.565 1.048 -2.6623 -1.4126 -0.3049 0.146
```
Forces are in eV/Å.

DFT total energy = -432.9305 Eh
total charge = 0
frontier orbital gap = 10.2421 eV
SMILES = N=C1NOCCON1
lowest unoccupied orbital energy = 0.678 eV
energy relative to the best compared isomer or geometry (same formula, charge and spin) = 246.2 kcal per mole
multiplicity = 1

=====

[3]
Here is C17H17BCl2N2O4S in the gas phase from OMol25. Energies are from wB97M-V/def2-TZVPD.

XYZ file:
```
44
Properties=species:S:1:pos:R:3:forces:R:3:lowdin_charge:R:1
C -4.132 0.414 0.668 0.1217 -0.4056 -0.5554 0.046
C -4.010 -0.164 -0.520 -0.0045 -0.6948 0.6039 -0.061
C -2.694 -0.404 -1.194 0.2453 0.2717 -0.2506 -0.414
O -2.528 0.149 -2.262 -0.5902 -0.0735 -0.2870 0.067
N -1.706 -1.231 -0.631 -1.0101 -0.1190 0.6631 0.022
C -1.744 -1.521 0.835 0.3085 0.2952 -1.5571 -0.019
C -0.920 -0.523 1.616 0.5163 1.6892 -0.3945 -0.461
O -0.753 -0.668 2.815 0.0082 -0.0426 0.2516 0.074
N -0.413 0.574 0.938 -1.0167 -1.7616 -0.2055 0.092
C 0.433 1.606 1.529 -0.8708 1.1474 0.3378 -0.166
C 1.457 2.103 0.483 0.3151 0.6362 0.1559 -0.077
C 2.638 1.171 0.300 -0.1254 0.5223 0.5759 -0.316
C 2.457 -0.215 0.321 -1.2123 -0.3738 -0.2020 -0.183
C 3.572 -0.946 0.266 1.0429 -0.2166 0.0819 -0.393
S 4.960 0.082 0.227 -0.3149 -0.3282 -0.0322 0.993
C 3.965 1.469 0.283 -0.3093 -0.0518 -0.2728 -0.376
B -0.598 2.696 2.167 0.5346 0.6286 -1.2867 -0.595
O -1.719 2.247 2.819 0.9252 -0.4283 -0.2277 0.166
O -0.342 4.024 1.898 -1.1312 -0.1473 0.6159 0.162
C -0.536 -1.547 -1.382 0.4033 -0.6485 -0.0857 -0.198
C 0.160 -2.755 -1.207 -0.0505 0.7547 0.3591 -0.037
C 1.371 -2.983 -1.845 -1.1358 1.5308 0.0845 -0.708
Cl 2.192 -4.432 -1.572 0.6394 -0.8685 0.1582 0.738
C 1.878 -2.011 -2.691 0.4305 -0.5796 -1.2452 -0.139
C 1.107 -0.919 -3.033 -0.1417 -0.4567 1.1059 -0.651
Cl 1.640 0.165 -4.259 0.0152 0.0934 -0.0079 0.710
C -0.070 -0.676 -2.338 0.0531 1.4464 -1.2418 -0.054
H -3.257 0.796 1.164 0.0777 0.1178 0.3785 0.053
H -5.077 0.450 1.170 -0.3838 0.4708 0.0747 0.070
H -4.878 -0.511 -1.091 0.3708 0.0818 0.1930 0.123
H -2.786 -1.498 1.142 0.2514 -0.0782 0.2208 0.120
H -1.321 -2.492 1.057 -0.0425 -0.2599 -0.0656 0.126
H -0.742 0.733 -0.018 0.4205 -0.1277 0.6038 0.145
H 0.869 1.243 2.461 0.5854 -0.6802 -0.3362 0.159
H 1.827 3.092 0.789 -0.1396 -0.2562 0.0265 0.123
H 0.951 2.301 -0.484 0.0518 -0.2590 0.4065 0.135
H 1.460 -0.600 0.367 -0.1000 -0.5703 -0.0217 0.091
H 3.628 -2.017 0.293 0.2602 -0.1887 -0.0581 0.063
H 4.387 2.436 0.249 0.4699 0.7910 0.0674 0.062
H -1.550 1.281 2.868 -0.6195 0.3726 0.5362 0.077
H -1.090 4.581 2.198 0.6550 -0.2512 -0.1213 0.122
H -0.190 -3.473 -0.512 -0.3369 -0.6765 0.5004 0.097
H 2.782 -2.206 -3.251 0.1801 0.0327 0.1704 0.110
H -0.679 0.180 -2.632 0.6535 -0.3384 0.2830 0.104
```
Forces are in eV/Å.

DFT total energy = -2412.0074 Eh
total charge = 0
frontier orbital gap = 9.1501 eV
SMILES = C=CC(=O)N(CC(=O)N[C@@H](Cc1ccsc1)B(O)O)c1cc(Cl)cc(Cl)c1
lowest unoccupied orbital energy = 0.326 eV
energy relative to the best compared isomer or geometry (same formula, charge and spin) = 11.6 kcal per mole
multiplicity = 1

=====

Number 1: largest force on an atom 1.34 eV/Å. Number 2: largest force on an atom 6.72 eV/Å. Number 3: largest force on an atom 2.04 eV/Å.